(1)
Formula: C3H5N3
Source: the OMol25 dataset
Level of theory: wB97M-V/def2-TZVPD

Results
LUMO: 0.919 eV
molar mass: 83.1 g mol⁻¹
calculated total energy: -281.4758 Ha
2S+1: 1
SMILES string: NC1=C=CNN1
gap between HOMO and LUMO: 8.64 eV

The geometry in XYZ format:
```
11
Properties=species:S:1:pos:R:3:lowdin_charge:R:1
N 0.2485 -0.7338 -1.8178 0.117
C -0.1181 -0.1751 -0.6246 -0.443
C -1.3898 0.2186 -0.1950 -0.069
C -1.0389 0.6009 1.0920 -0.170
N 0.2632 0.3451 1.4752 -0.031
N 0.9159 -0.0911 0.3202 0.035
H -0.4975 -0.6880 -2.4957 0.092
H 1.1589 -0.4841 -2.1816 0.097
H -1.6650 1.0670 1.8505 0.092
H 0.8034 0.9436 2.0921 0.138
H 1.3194 -1.0030 0.4847 0.143
```


(2)
Formula: C37H34BF3O2S
Source: the OMol25 dataset
Level of theory: wB97M-V/def2-TZVPD

Results
LUMO: -0.033 eV
molar mass: 610.6 g mol⁻¹
calculated total energy: -2303.5359 Ha
2S+1: 1
SMILES string: CC1(C)OB(C2(c3ccccc3)c3ccccc3-c3ccccc32)OC1(C)C.Cc1ccc(-c2ccc(C(F)(F)F)cc2)s1
gap between HOMO and LUMO: 7.62 eV

The geometry in XYZ format:
```
78
Properties=species:S:1:pos:R:3:lowdin_charge:R:1
C 3.7340 1.3806 1.0417 -0.005
C 2.3491 0.9595 1.5653 -0.409
C 1.8962 1.9767 2.5890 -0.009
O 1.4603 1.0752 0.4249 0.144
B 1.3083 -0.2392 0.0268 -0.667
C 0.8328 -0.5362 -1.4403 -0.077
C 1.9351 -1.6205 -1.6424 -0.104
C 3.2972 -1.2596 -1.6114 -0.039
C 4.2945 -2.2336 -1.5938 -0.076
C 3.9714 -3.5966 -1.6633 -0.085
C 2.6262 -3.9615 -1.7317 -0.064
C 1.6339 -2.9784 -1.7618 -0.012
C -0.5647 -0.9650 -1.8779 -0.085
C -1.2612 -2.1411 -1.6537 -0.072
C -2.3680 -2.4654 -2.4549 -0.071
C -2.8660 -1.5318 -3.3778 -0.082
C -2.2599 -0.2833 -3.5299 -0.008
C -1.0799 -0.0536 -2.8184 -0.114
C -0.1656 1.0690 -2.9564 -0.115
C -0.3775 2.2729 -3.6322 -0.018
C 0.6601 3.2036 -3.6459 -0.086
C 1.8823 2.9047 -3.0239 -0.062
C 2.0633 1.6818 -2.3389 -0.018
C 1.0165 0.7770 -2.2339 -0.063
O 1.3172 -1.1739 1.0254 0.151
C 2.1616 -0.5656 2.0542 -0.391
C 3.4429 -1.3966 2.0071 -0.003
C 1.4543 -0.7383 3.3992 -0.027
H 4.5198 1.2718 1.8046 0.096
H 4.0791 0.8667 0.1213 0.078
H 3.7146 2.4577 0.8274 0.094
H 2.5366 1.8876 3.4757 0.104
H 2.0033 2.9865 2.1879 0.095
H 0.8391 1.8620 2.8557 0.060
H 3.5741 -0.2097 -1.6524 0.086
H 5.3351 -1.9224 -1.5115 0.107
H 4.7604 -4.3530 -1.6832 0.102
H 2.3355 -5.0139 -1.7607 0.106
H 0.6120 -3.3245 -1.8727 0.090
H -0.9279 -2.8120 -0.8484 0.126
H -2.8422 -3.4507 -2.3383 0.110
H -3.7294 -1.7929 -3.9778 0.103
H -2.6448 0.4725 -4.2096 0.115
H -1.3491 2.4269 -4.1220 0.115
H 0.5048 4.1624 -4.1424 0.100
H 2.7008 3.6290 -3.0294 0.102
H 3.0362 1.4990 -1.8948 0.089
H 4.1559 -1.1841 2.8169 0.095
H 3.1754 -2.4581 2.1032 0.103
H 3.9612 -1.2555 1.0466 0.074
H 2.1381 -0.5558 4.2418 0.099
H 0.5978 -0.0635 3.5163 0.038
H 1.0592 -1.7589 3.5062 0.092
C -2.6744 -0.9975 5.4646 -0.115
C -2.1166 -0.1735 4.3751 -0.560
C -1.8174 1.1780 4.2975 -0.115
C -1.6052 1.6093 2.9586 -0.109
C -1.7122 0.5654 2.0348 -0.452
C -2.1210 0.6360 0.6839 -0.247
C -2.0613 1.8451 -0.0371 0.005
C -3.1281 2.1538 -0.8782 0.000
C -4.1140 1.2034 -1.0881 -0.142
C -5.3754 1.5136 -1.8549 -0.495
F -5.6496 0.6049 -2.8620 0.095
F -6.4540 1.4594 -1.0002 0.108
F -5.3810 2.7455 -2.4500 0.110
C -3.9899 -0.1022 -0.6249 -0.002
C -2.9161 -0.4078 0.1934 -0.057
S -1.8395 -0.9676 2.8534 1.116
H -2.6470 -0.4734 6.4194 0.081
H -3.7158 -1.2734 5.2578 0.084
H -2.0763 -1.9123 5.5457 0.077
H -1.8722 1.8686 5.1433 0.115
H -1.4191 2.6420 2.6550 0.122
H -1.2404 2.5384 0.1525 0.130
H -3.1814 3.0997 -1.4055 0.122
H -4.6904 -0.8560 -0.9453 0.129
H -2.7416 -1.4273 0.5056 0.086
```


> Which formula does entry 1 have?

C3H5N3